Formula: C29H42B2BrF4N12O2Y
Source: OMol25
Level of theory: ωB97M-V/def2-TZVPD

Structure (XYZ):
```
93
Properties=species:S:1:pos:R:3:mulliken_charge:R:1
Y -0.1303 0.0210 -0.3284 0.838
N 1.8779 -0.3617 1.0985 0.155
C 2.9886 0.5945 1.1282 -1.231
C 2.4455 2.0118 1.0834 -0.698
N 1.4155 2.2389 0.0487 0.814
C 2.0211 2.6221 -1.2439 -0.732
C 2.6587 1.4647 -1.9892 -1.050
N 1.6991 0.3485 -2.1167 -0.270
C 0.5287 3.3422 0.4878 -1.012
C -0.4398 2.8944 1.5603 -0.457
N -1.2394 1.7585 1.0631 -0.183
H 1.3692 -0.3844 1.9984 0.120
H 2.2337 -1.3059 0.9963 0.384
H 3.6461 0.3830 0.2888 0.354
H 3.5972 0.4893 2.0314 0.595
H 3.2696 2.7258 0.9632 0.303
H 1.9950 2.2171 2.0543 0.285
H 2.7698 3.4109 -1.0954 0.498
H 1.2315 3.0409 -1.8646 0.257
H 3.5487 1.0994 -1.4841 0.282
H 2.9842 1.8272 -2.9671 0.568
H 2.1826 -0.4853 -2.4348 0.276
H 1.0300 0.5667 -2.8511 0.169
H -0.0315 3.6890 -0.3795 0.421
H 1.1202 4.1929 0.8494 0.403
H -1.0733 3.7366 1.8471 0.585
H 0.0741 2.5637 2.4619 -0.049
H -1.9451 2.1113 0.4131 0.301
H -1.7500 1.3426 1.8395 -0.059
C 1.5388 1.1261 4.5998 -1.371
C 0.1711 0.6442 4.2403 0.591
C -1.0649 1.0491 4.7744 -1.531
C -1.9897 0.2685 4.1248 -0.019
N -1.3363 -0.5284 3.2547 1.349
N -0.0032 -0.2982 3.3197 -1.011
B -1.9956 -1.6438 2.4251 -0.118
N -0.9387 -2.5553 1.7534 0.072
C -0.6787 -3.8224 2.1097 -0.104
C 0.3044 -4.3167 1.2811 -1.864
C 0.6069 -3.2616 0.4196 0.514
C 1.6317 -3.2374 -0.6695 -1.342
N -0.1458 -2.1957 0.7190 0.854
N -2.9250 -1.0132 1.3404 1.163
C -4.2446 -0.8012 1.4763 -0.220
C -4.7388 -0.3047 0.2946 -2.065
C -3.6302 -0.2353 -0.5529 0.537
C -3.6487 0.1475 -1.9921 -0.510
N -2.5254 -0.6424 0.0872 0.353
N -2.8510 -2.5130 3.3307 0.472
C -3.7576 -3.4582 2.9650 -0.260
C -4.0248 -4.2313 4.0608 -1.294
C -3.2058 -3.6959 5.0854 0.728
C -3.0794 -4.1502 6.5019 -1.285
N -2.4991 -2.6763 4.6347 -1.139
H 1.7354 0.9713 5.6607 0.430
H 1.6598 2.1944 4.4050 0.230
H 2.2980 0.5772 4.0421 0.290
H -1.2473 1.7740 5.5491 0.482
H -3.0570 0.1918 4.2536 0.596
H -1.2045 -4.2837 2.9288 0.534
H 0.7379 -5.3014 1.2938 0.571
H 1.6657 -4.2005 -1.1776 0.443
H 2.6361 -3.0573 -0.2765 0.320
H 1.4136 -2.4761 -1.4183 0.023
H -4.7463 -1.0375 2.3993 0.610
H -5.7566 -0.0443 0.0625 0.573
H -4.1625 -0.6243 -2.5692 0.363
H -2.6477 0.2767 -2.3893 -0.720
H -4.1750 1.0877 -2.1425 0.442
H -4.1401 -3.5122 1.9583 0.506
H -4.7167 -5.0537 4.1283 0.434
H -4.0569 -4.3708 6.9299 0.338
H -2.6011 -3.3770 7.0995 0.356
H -2.4767 -5.0572 6.5711 0.256
F -2.4808 3.0390 -1.4044 -0.355
B -1.6086 2.7212 -2.4331 0.011
F -2.2161 2.2207 -3.5558 -0.255
F -0.7071 3.7238 -2.6957 -0.345
F -0.7849 1.5668 -1.8740 0.531
Br -2.6791 -3.0218 -8.5790 -0.100
C -2.2774 -2.7361 -6.7750 0.059
C -2.2748 -1.4264 -6.2791 -0.656
C -1.9892 -1.2007 -4.9544 -0.369
C -1.6726 -2.2949 -4.1343 0.194
C -1.7080 -3.6067 -4.6255 -0.304
C -1.9938 -3.8241 -5.9577 -0.688
C -1.3467 -2.0472 -2.7068 0.145
O -2.1222 -2.7967 -2.0481 -0.334
O -0.5227 -1.2291 -2.2907 0.084
H -2.4958 -0.6023 -6.9428 0.510
H -1.9843 -0.1927 -4.5560 0.479
H -1.5001 -4.4335 -3.9611 0.490
H -2.0063 -4.8243 -6.3659 0.455
```

As for the energy above the lowest of the compared OMol25 structures with the same formula, charge and spin: 0.000 eV. As for the spin multiplicity: 2. As for the expectation value of S²: 0.768. Its charge is +1. As for the HOMO-LUMO gap (spin up / spin down): 0.30916 / 0.16778 Ha. The calculation puts the largest force on an atom at 0.5 eV/A. The value obtained for the LUMO energy (spin up / spin down) is -2.625 / -6.472 eV. The energy is -136048.85075 eV.

Formula: C5H10O2
Source: OMol25
Level of theory: ωB97M-V/def2-TZVPD

Structure (XYZ):
```
17
Properties=species:S:1:pos:R:3:mulliken_charge:R:1
C -1.1186 -1.0573 1.1851 -1.267
C 0.2100 -0.3609 1.0681 0.691
O 0.9792 -0.2633 2.0046 -0.613
C 0.5797 0.2919 -0.2660 1.375
C 0.3477 -0.6520 -1.4488 -1.577
C -0.2838 1.5755 -0.3368 -1.555
O 1.9469 0.6194 -0.2274 -0.639
H -1.9115 -0.5093 0.6661 0.335
H -1.3749 -1.1915 2.2369 0.378
H -1.0350 -2.0403 0.7080 0.306
H 0.8290 -1.6195 -1.2671 0.332
H 0.7985 -0.2217 -2.3480 0.418
H -0.7169 -0.8207 -1.6421 0.345
H 0.3139 2.3677 -0.7908 0.426
H -0.5684 1.9131 0.6672 0.342
H -1.2017 1.4363 -0.9163 0.314
H 2.2059 0.5325 0.7072 0.388
```

As for the energy above the lowest of the compared OMol25 structures with the same formula, charge and spin: 0.839 eV. As for the spin multiplicity: 1. Its charge is 0. As for the HOMO-LUMO gap: 0.39720 Ha. The calculation puts the largest force on an atom at 0.5 eV/A. As for the SMILES: CC(=O)C(C)(C)O. The value obtained for the LUMO energy is 0.839 eV. The energy is -9442.20376 eV.

Formula: C36H44GaN2Si
Source: OMol25
Level of theory: ωB97M-V/def2-TZVPD

Structure (XYZ):
```
84
Properties=species:S:1:pos:R:3:mulliken_charge:R:1
C -3.1911 -1.4809 0.1025 -0.056
C -2.5052 -2.5667 -0.5007 -1.158
C -1.7430 -3.2095 0.4970 -0.524
H -2.5550 -2.8495 -1.5396 0.488
C -1.9448 -2.5259 1.7162 -0.753
C -2.8419 -1.4545 1.4691 -0.354
H -3.1996 -0.7467 2.1991 0.434
H -3.8596 -0.7978 -0.3953 0.703
H -1.0851 -4.0484 0.3465 0.610
H -1.4890 -2.7695 2.6615 0.543
Ga -0.9363 -1.0743 0.2637 1.218
C 1.0742 -1.8347 0.1268 -1.833
H 1.3039 -2.4057 1.0332 0.416
H 1.9023 -1.1294 -0.0090 0.401
H 1.1396 -2.5402 -0.7092 0.412
Si 5.1277 -3.1043 -0.7327 0.429
C 4.9132 -3.5609 -2.5351 0.202
C 3.8516 -4.3727 -2.9446 -0.069
H 3.1590 -4.7650 -2.2097 0.394
C 3.6760 -4.6980 -4.2808 -0.689
H 2.8488 -5.3290 -4.5788 0.367
C 4.5621 -4.2174 -5.2355 -0.369
H 4.4269 -4.4722 -6.2786 0.380
C 5.6242 -3.4135 -4.8476 -0.519
H 6.3210 -3.0410 -5.5872 0.377
C 5.7968 -3.0906 -3.5089 -0.387
H 6.6354 -2.4683 -3.2199 0.324
C 4.7935 -4.5804 0.3685 0.244
C 5.2785 -5.8473 0.0315 -0.287
H 5.8324 -5.9845 -0.8896 0.387
C 5.0499 -6.9408 0.8525 -0.661
H 5.4324 -7.9143 0.5746 0.375
C 4.3286 -6.7878 2.0291 -0.355
H 4.1484 -7.6411 2.6699 0.380
C 3.8359 -5.5389 2.3783 -0.603
H 3.2683 -5.4157 3.2915 0.380
C 4.0664 -4.4469 1.5533 -0.196
H 3.6689 -3.4792 1.8349 0.324
H 4.1953 -2.0174 -0.3266 -0.211
H 6.5139 -2.5911 -0.5576 -0.222
C -5.5201 2.6898 -2.8767 -1.466
C -4.5387 3.6919 -2.1897 1.644
C -3.7795 4.4223 -3.3027 -1.818
C -5.3800 4.7102 -1.3861 -1.468
C -3.5910 2.8692 -1.2840 0.735
C -4.2099 2.1441 -0.2817 -0.893
C -3.5190 1.1873 0.4038 -1.287
N -2.2408 0.7835 0.0043 0.371
C -1.5268 1.7100 -0.5943 0.113
C -2.1613 2.7865 -1.3120 -1.102
C -0.3735 1.7847 0.2913 0.355
C -0.2580 3.0138 0.9487 -0.619
C 0.1485 3.0472 2.2876 0.456
C 0.6842 1.8643 2.8623 -0.706
C 0.5846 0.6551 2.1703 -0.481
N -0.0311 0.6184 0.9591 -0.138
C -0.2852 4.2620 3.1531 1.726
C 0.1423 4.1451 4.6323 -2.007
C 0.2166 5.6043 2.5913 -1.555
C -1.8484 4.2799 3.1556 -1.303
H -6.2244 3.2086 -3.5619 0.418
H -6.1501 2.1407 -2.1423 0.335
H -4.9641 1.9257 -3.4634 0.344
H -4.5004 4.9425 -3.9730 0.402
H -3.0874 5.1741 -2.8761 0.384
H -3.2084 3.6944 -3.9189 0.375
H -6.0131 4.2188 -0.6170 0.305
H -4.7282 5.4505 -0.8823 0.352
H -6.0813 5.2478 -2.0622 0.424
H -5.2671 2.2258 -0.0708 0.559
H -4.1676 0.6476 1.0744 0.616
H -1.5712 3.5146 -1.8497 0.630
H -0.7526 3.8861 0.5340 0.478
H 1.0114 1.8223 3.8891 0.480
H 0.8257 -0.2650 2.6877 0.454
H 1.2475 4.1255 4.7212 0.420
H -0.2446 5.0054 5.2205 0.411
H -0.2835 3.2280 5.0983 0.410
H -0.1561 5.7802 1.5615 0.288
H -0.1678 6.4417 3.2151 0.418
H 1.3234 5.6359 2.5890 0.389
H -2.2768 4.4116 2.1394 0.264
H -2.2487 3.3195 3.5553 0.310
H -2.2518 5.1002 3.7868 0.438
```

As for the energy above the lowest of the compared OMol25 structures with the same formula, charge and spin: 4.390 eV. As for the spin multiplicity: 1. Its charge is +1. As for the HOMO-LUMO gap: 0.26057 Ha. The calculation puts the largest force on an atom at 3.9 eV/A. The value obtained for the LUMO energy is -3.655 eV. The energy is -101270.77960 eV.